[1]
DFT (ωB97M-V/def2-TZVPD) results for a molecular structure, C7H23Br2CdN7O4.

Output
- energy (Eh) = -6280.7076
- relative energy (zero: lowest compared OMol25 entry of this formula, charge and spin) (kcal/mol) = 0.0
- frontier orbital gap (eV) = 7.66
- LUMO energy (eV) = 0.38

ORCA input file:
```
! wB97M-V def2-TZVPD RIJCOSX def2/J DEFGRID3
* xyz 0 1
Cd 0.531 0.284 0.504
Br 3.069 -0.961 0.542
Br -1.636 1.629 0.695
C 1.067 1.457 3.542
O 1.141 1.202 2.336
N 1.999 2.255 4.144
N 0.129 0.941 4.352
H 1.803 2.515 5.091
H 2.716 2.734 3.638
H -0.444 0.206 3.975
H 0.030 1.312 5.274
C -1.095 -2.388 1.831
O -0.557 -1.289 1.631
N -0.750 -3.225 2.827
N -2.214 -2.723 1.142
H 0.081 -3.024 3.355
H -1.254 -4.083 2.932
H -2.776 -2.075 0.618
H -2.504 -3.682 1.078
C 1.909 3.158 -0.552
O 1.423 2.039 -0.397
N 1.087 4.219 -0.855
N 3.208 3.471 -0.325
H 0.142 3.851 -0.901
H 1.464 5.025 -1.310
H 3.887 2.823 0.026
H 3.381 4.446 -0.469
C 0.861 0.110 -3.217
C -0.414 -0.239 -2.469
C -1.430 -1.126 -3.215
O -2.476 -1.508 -2.304
C -2.833 -2.858 -2.501
N -0.027 -0.837 -1.166
H 0.623 0.115 -4.288
H 1.766 -0.479 -3.058
H 1.209 1.117 -2.984
H -0.882 0.705 -2.170
H -0.845 -1.940 -3.647
H -1.934 -0.477 -3.932
H -2.060 -3.633 -2.415
H -3.335 -3.013 -3.459
H -3.505 -3.106 -1.673
H -0.923 -1.198 -0.812
H 0.369 -1.752 -1.411
*
```

---

[2]
DFT (ωB97M-V/def2-TZVPD) results for a molecular structure, C7H23BrCuN7O4.

Output
- energy (Eh) = -5179.2142
- relative energy (zero: lowest compared OMol25 entry of this formula, charge and spin) (kcal/mol) = 0.0
- frontier orbital gap (spin up / spin down) (eV) = 7.88 / 5.84
- LUMO energy (spin up / spin down) (eV) = 0.08 / -3.51

ORCA input file:
```
! wB97M-V def2-TZVPD RIJCOSX def2/J DEFGRID3
* xyz 0 3
Cu -4.121 0.975 2.173
Br -1.582 0.907 1.216
C 0.232 2.745 -2.324
O 0.550 3.466 -3.244
N 0.138 1.448 -2.517
N -0.051 3.165 -1.124
H 0.201 1.040 -3.439
H -0.266 0.987 -1.715
H 0.046 4.166 -1.022
H -0.010 2.556 -0.320
C -4.479 0.823 -1.180
O -4.757 0.553 0.002
N -5.207 0.558 -2.222
N -3.450 1.487 -1.506
H -4.993 1.040 -3.084
H -6.084 0.069 -2.114
H -3.484 1.999 -2.377
H -2.746 1.772 -0.841
C -1.104 -2.783 4.089
O -2.215 -2.636 4.508
N -0.637 -2.243 3.031
N -0.211 -3.673 4.567
H -1.192 -1.481 2.669
H 0.266 -2.480 2.646
H -0.290 -4.013 5.515
H 0.732 -3.590 4.214
C 2.426 0.404 1.436
C 2.198 -0.444 0.228
C 3.396 -1.191 -0.428
O 4.075 -0.323 -1.205
C 3.480 0.005 -2.454
N 1.229 -1.474 0.560
H 3.114 1.236 1.289
H 2.874 -0.214 2.214
H 1.470 0.786 1.794
H 1.725 0.170 -0.539
H 3.135 -1.993 -1.118
H 4.103 -1.607 0.290
H 3.158 -0.842 -3.060
H 4.278 0.415 -3.073
H 2.700 0.752 -2.306
H 0.743 -1.673 -0.302
H 0.613 -0.863 1.077
*
```

---

[3]
DFT (ωB97M-V/def2-TZVPD) results for a molecular structure, C7H23BrCuN7O4.

Output
- energy (Eh) = -5178.5599
- frontier orbital gap (spin up / spin down) (eV) = 7.37 / 3.21
- LUMO energy (spin up / spin down) (eV) = -7.00 / -11.11

ORCA input file:
```
! wB97M-V def2-TZVPD RIJCOSX def2/J DEFGRID3
* xyz 2 3
Cu -6.963 0.005 -10.504
Br -5.612 1.541 -8.728
C -4.057 4.614 -11.736
O -3.555 5.677 -12.058
N -4.623 3.803 -12.604
N -3.979 4.025 -10.556
H -5.477 3.293 -12.428
H -4.518 4.110 -13.561
H -3.509 4.504 -9.802
H -4.404 3.120 -10.409
C -9.205 4.430 -9.236
O -10.195 5.054 -8.674
N -8.226 3.915 -8.544
N -9.161 4.189 -10.566
H -8.299 3.990 -7.540
H -7.390 3.485 -8.913
H -9.914 4.468 -11.179
H -8.322 3.749 -10.917
C -7.083 -2.071 -7.818
O -6.646 -1.747 -8.938
N -7.329 -3.272 -7.467
N -7.472 -1.157 -6.959
H -7.043 -4.015 -8.089
H -7.487 -3.391 -6.477
H -7.344 -0.157 -7.020
H -7.684 -1.427 -6.009
C -5.209 5.334 -6.666
C -4.129 5.590 -7.727
C -3.286 6.899 -7.703
O -4.074 8.035 -7.435
C -3.219 9.180 -7.494
N -3.349 4.379 -7.724
H -5.859 6.204 -6.752
H -4.773 5.192 -5.677
H -5.886 4.506 -6.877
H -4.645 5.629 -8.686
H -2.705 6.991 -8.621
H -2.542 6.747 -6.921
H -2.502 9.129 -6.675
H -3.714 10.141 -7.352
H -2.655 9.160 -8.427
H -3.996 3.605 -7.771
H -3.018 4.258 -6.778
*
```

---

[4]
DFT (ωB97M-V/def2-TZVPD) results for a molecular structure, C7H23N7O4Pb.

Output
- energy (Eh) = -1156.6294
- frontier orbital gap (spin up / spin down) (eV) = 8.88 / 2.73
- LUMO energy (spin up / spin down) (eV) = -9.29 / -15.44

ORCA input file:
```
! wB97M-V def2-TZVPD RIJCOSX def2/J DEFGRID3
* xyz 3 2
Pb 0.542 0.753 0.207
C 3.947 0.182 1.677
O 2.951 0.057 1.021
N 4.055 0.732 2.835
N 5.109 -0.307 1.263
H 3.201 1.018 3.293
H 4.969 0.749 3.264
H 5.178 -0.581 0.294
H 5.870 -0.375 1.924
C -1.895 3.350 -0.346
O -1.154 2.545 0.160
N -2.649 3.118 -1.353
N -1.956 4.538 0.086
H -3.354 3.762 -1.682
H -2.657 2.173 -1.708
H -1.408 4.738 0.910
H -2.656 5.183 -0.251
C -2.864 -0.819 0.916
O -1.846 -0.299 0.535
N -3.603 -1.532 0.122
N -3.433 -0.523 2.094
H -4.323 -2.102 0.543
H -3.020 -1.811 -0.654
H -4.433 -0.664 2.111
H -2.843 -0.079 2.783
C 1.914 -0.747 -2.243
C 0.367 -0.971 -2.220
C -0.019 -2.020 -1.174
O 0.619 -1.788 0.116
C 0.358 -2.706 1.172
N -0.359 0.303 -2.082
H 2.319 -0.360 -1.308
H 2.184 0.067 -2.917
H 2.427 -1.660 -2.546
H 0.133 -1.307 -3.230
H 0.145 -3.006 -1.609
H -1.108 -2.035 -1.133
H 0.521 -3.742 0.873
H -0.710 -2.570 1.343
H 0.904 -2.483 2.088
H -1.336 0.301 -2.339
H -0.088 0.919 -2.835
*
```